(1)
The following is a DFT calculation (ωB97M-V with the def2-TZVPD basis set) of C37H40AsN6O2PtS as an isolated structure at a distorted geometry.

The geometry in XYZ format:
```
88
Properties=species:S:1:pos:R:3:forces:R:3:lowdin_charge:R:1
Pt -0.06914 -0.22826 0.02777 0.1 -0.1 -0.5 1.35
C 0.76730 -4.39824 -0.85870 0.0 0.0 0.4 -0.02
C 0.58854 -3.02861 -1.01925 0.0 0.2 -0.2 -0.04
N 0.26788 -2.25483 0.01365 -0.1 -0.1 0.0 -0.02
C 0.09366 -2.83045 1.23686 0.1 0.0 -0.1 -0.15
C 0.28250 -4.19842 1.35779 0.0 0.1 0.0 0.00
N 0.61877 -4.96343 0.32777 0.0 -0.2 0.0 0.16
C -0.30550 -1.93017 2.33841 0.1 0.0 0.0 -0.20
C -0.61240 -2.27168 3.63520 0.0 -0.1 0.0 0.09
C -1.01924 -1.28510 4.55036 0.0 0.0 -0.1 -0.07
C -1.09304 0.03624 4.07751 -0.1 0.1 0.1 0.09
C -0.77689 0.32202 2.76926 0.0 0.0 -0.1 -0.19
N -0.38130 -0.65606 1.95252 -0.1 0.0 0.3 -0.04
C -0.81117 1.63530 2.09552 0.0 0.1 0.0 -0.15
C -1.14529 2.82717 2.71995 0.1 -0.1 -0.1 0.00
N -1.10908 3.99259 2.08729 -0.1 0.2 0.1 0.16
C -0.75528 4.00715 0.81406 -0.1 -0.1 0.3 -0.02
C -0.44914 2.82598 0.14452 0.1 0.0 -0.2 -0.04
N -0.47451 1.65604 0.77422 -0.2 0.0 0.0 -0.03
C -1.37145 -1.62586 5.94344 0.0 0.0 0.1 -0.16
C -1.35671 -2.94727 6.39085 0.0 -0.2 0.0 0.01
C -1.72135 -3.23076 7.70085 0.0 0.5 -0.3 -0.09
N -2.07697 -2.27334 8.54620 -0.2 -0.2 0.6 0.11
C -2.09169 -1.00699 8.15373 0.2 -0.3 -0.4 -0.08
C -1.74340 -0.64189 6.85950 0.0 0.2 0.1 0.01
H 1.03190 -5.04295 -1.68737 0.0 0.1 -0.1 0.14
H 0.70414 -2.55960 -1.98544 0.0 0.0 0.0 0.08
H 0.15568 -4.69236 2.31364 0.0 0.0 0.0 0.14
H -0.54987 -3.30727 3.93011 0.0 0.0 0.1 0.12
H -1.40219 0.83683 4.73074 0.0 0.0 0.0 0.12
H -1.45145 2.84128 3.75882 0.0 0.0 0.0 0.14
H -0.71894 4.96863 0.31756 0.0 0.0 -0.1 0.14
H -0.17952 2.83530 -0.89882 0.0 -0.1 0.0 0.08
H -1.07613 -3.77588 5.75591 0.0 0.0 0.0 0.11
H -1.73040 -4.24772 8.07209 0.0 0.0 0.0 0.13
H -2.39061 -0.26557 8.88376 0.0 0.0 0.0 0.13
H -1.77379 0.40891 6.60753 0.0 0.0 0.0 0.11
C 0.33532 1.97469 -3.11774 -0.2 0.3 0.5 -0.24
As 0.27323 0.18331 -2.37764 0.4 0.2 -1.3 1.13
C -1.11729 -0.51673 -3.51928 -0.4 -0.1 0.4 -0.24
C 2.06954 -0.39609 -2.95124 0.1 -0.4 0.5 -0.29
C 2.25548 -1.12356 -4.25743 -0.2 -0.1 -0.2 -0.29
C 3.38098 -0.83054 -5.02049 0.1 0.1 0.1 -0.04
C 3.70194 -1.59206 -6.13512 0.0 0.0 0.0 -0.04
C 2.87549 -2.63283 -6.53010 0.0 0.0 0.0 -0.05
C 1.73739 -2.92161 -5.79224 -0.1 0.0 0.0 -0.05
C 1.43426 -2.17383 -4.66416 0.0 0.0 0.2 -0.08
H 0.55703 1.85601 -4.17856 0.0 -0.1 0.0 0.07
H 1.12074 2.57629 -2.66224 0.0 0.0 0.0 0.05
H -0.62637 2.47817 -3.02323 0.0 0.0 0.0 0.05
H -0.84339 -0.35858 -4.56029 0.2 0.0 0.0 0.06
H -2.01151 0.06342 -3.28883 0.0 0.0 0.0 0.05
H -1.34968 -1.56175 -3.33335 0.1 0.0 0.0 0.04
H 2.45750 -1.00643 -2.13119 0.0 0.1 0.0 0.06
H 2.65546 0.52379 -2.94205 -0.1 0.0 0.0 0.08
H 4.04103 -0.02347 -4.72265 0.0 0.0 0.0 0.12
H 4.60260 -1.37392 -6.69262 0.0 0.0 0.0 0.12
H 3.11406 -3.21377 -7.41021 0.0 0.0 0.0 0.12
H 1.08353 -3.72601 -6.10203 0.0 0.0 0.0 0.12
H 0.54134 -2.41537 -4.09837 0.0 -0.1 -0.1 0.07
C 4.65468 0.60844 0.96372 0.0 0.1 -0.3 -0.18
S 2.92215 0.91519 1.30027 0.1 -0.4 0.5 1.02
O 2.21951 0.13603 0.15102 -1.3 -0.3 -0.1 -0.66
C 2.78345 -0.12733 2.74430 -0.2 0.1 0.0 -0.42
C 2.99804 -1.49925 2.64528 0.1 0.0 0.0 -0.09
C 2.94062 -2.27403 3.79182 0.0 0.1 0.0 -0.05
C 2.66168 -1.67983 5.02144 0.0 0.0 0.0 -0.04
C 2.44020 -0.31285 5.10837 0.1 0.0 0.0 -0.04
C 2.49634 0.47324 3.96241 0.0 0.1 0.0 -0.08
H 4.84278 -0.46185 0.99184 0.0 0.0 0.0 0.07
H 5.23992 1.11707 1.73016 -0.1 0.0 0.0 0.09
H 4.88413 1.01943 -0.01805 0.0 0.1 0.0 0.07
H 3.22863 -1.95110 1.68659 0.0 0.0 0.0 0.12
H 3.15690 -3.33340 3.73394 0.0 0.0 0.0 0.12
H 2.63691 -2.28733 5.91711 0.0 0.0 0.0 0.13
H 2.26975 0.14953 6.07184 -0.1 0.0 0.0 0.13
H 2.35340 1.54672 4.02310 0.0 0.0 0.0 0.12
C -3.63097 -2.38745 -0.54167 0.5 0.3 -0.1 -0.02
C -2.91795 -1.33902 0.31544 -0.8 -0.3 1.0 -0.53
C -3.93065 -0.40097 0.97493 0.5 0.0 -0.3 -0.02
O -2.01397 -0.62146 -0.50115 1.7 0.7 -0.2 -0.30
H -4.33713 -2.93626 0.07848 0.0 0.0 -0.1 0.10
H -2.90455 -3.08276 -0.96645 -0.1 -0.1 0.0 0.08
H -4.16419 -1.90222 -1.35850 -0.1 0.0 0.0 0.10
H -2.40987 -1.86690 1.13389 0.1 0.0 -0.2 0.11
H -4.48378 0.13715 0.20549 -0.1 0.0 0.1 0.10
H -3.41535 0.32547 1.60927 -0.1 0.0 0.0 0.06
H -4.62359 -0.98060 1.58251 0.0 0.1 0.0 0.10
```
Positions in Å, forces in eV/Å.

Values from the calculation:
ΔE to the lowest compared entry with this formula, charge and spin = 0.0 kcal/mol
Orbital gap = 5.61 eV
Net charge = +3

(2)
The following is a DFT calculation (ωB97M-V with the def2-TZVPD basis set) of C37H40BN6PS6Y as an isolated structure.

The geometry in XYZ format:
```
92
Properties=species:S:1:pos:R:3:forces:R:3:lowdin_charge:R:1
Y 0.57093 -0.78818 -0.03435 0.2 -0.4 -0.4 0.77
S 1.20013 -2.98003 -2.25859 0.2 0.0 0.0 0.50
C 0.24145 -4.33789 -1.79656 -0.1 -0.1 0.1 -0.75
C 0.62652 -5.67545 -2.02679 0.1 0.1 -0.1 -0.13
C -0.11143 -6.73754 -1.55026 -0.1 -0.1 0.1 -0.11
C -1.28203 -6.53319 -0.81504 0.1 0.0 -0.1 -0.11
C -1.70325 -5.23436 -0.59890 -0.1 0.0 -0.1 -0.12
C -0.96505 -4.16618 -1.10109 -0.2 0.0 0.0 -0.58
S -1.56024 -2.53584 -0.77828 -0.4 0.1 0.1 0.83
C -2.06159 -1.96734 -2.42060 0.1 -0.1 0.0 -0.36
C -1.47962 -0.68724 -2.96316 0.0 0.0 0.0 -0.34
C -2.12446 -0.13725 -4.06782 -0.1 -0.1 0.0 -0.04
C -1.54105 0.90779 -4.75265 0.0 0.1 -0.1 -0.06
C -0.29490 1.34223 -4.34846 0.0 -0.1 0.1 -0.04
C 0.28431 0.75378 -3.23221 0.0 0.0 -0.2 -0.35
C 1.70385 1.06846 -2.89078 0.1 0.1 0.0 -0.36
S 1.85133 1.55007 -1.15377 -0.1 0.1 0.0 0.90
C 3.59773 1.34983 -0.95564 0.0 0.2 0.0 -0.54
C 4.38520 2.48431 -1.15007 0.0 0.0 0.0 -0.11
C 5.76163 2.41446 -1.05009 0.0 -0.1 0.0 -0.11
C 6.34222 1.18193 -0.75087 0.0 0.1 0.0 -0.10
C 5.56093 0.06379 -0.54954 0.0 0.0 0.0 -0.13
C 4.15482 0.10504 -0.63432 0.2 -0.1 0.1 -0.71
S 3.24503 -1.34710 -0.33148 0.2 0.2 -0.1 0.53
N -0.33094 -0.18363 -2.49674 -0.1 -0.1 0.0 0.06
H 1.55017 -5.84738 -2.56518 0.0 0.0 0.0 0.09
H 0.23690 -7.74784 -1.73418 0.0 0.0 0.0 0.09
H -1.84548 -7.36850 -0.42065 0.0 0.0 0.0 0.09
H -2.60476 -5.02726 -0.03435 0.0 0.0 0.0 0.10
H -3.14957 -1.90381 -2.44608 0.0 0.0 -0.1 0.07
H -1.75027 -2.75200 -3.11319 0.0 0.0 0.0 0.10
H -3.06824 -0.55885 -4.39006 0.0 0.0 0.0 0.12
H -2.03469 1.35579 -5.60612 0.0 0.0 0.0 0.11
H 0.23443 2.12388 -4.87389 0.0 0.0 0.0 0.11
H 2.08049 1.86200 -3.53377 0.0 0.0 0.0 0.09
H 2.30235 0.16294 -3.02389 0.0 0.0 0.0 0.10
H 3.89642 3.42488 -1.37388 0.0 0.0 0.0 0.10
H 6.36867 3.29815 -1.19490 0.0 0.0 0.0 0.09
H 7.41937 1.09750 -0.66549 0.0 0.0 0.0 0.10
H 6.02186 -0.88511 -0.30586 0.0 0.0 0.0 0.09
C 2.50062 -1.80258 3.62900 0.0 0.0 0.0 -0.04
N 1.10317 -1.46048 3.80628 0.0 -0.2 0.0 -0.12
C 0.57708 -0.64532 4.77883 -0.1 0.1 0.0 -0.05
C -0.75666 -0.60700 4.56585 0.1 0.0 0.0 -0.07
N -1.05200 -1.40485 3.47877 -0.1 0.0 0.0 0.00
B -2.50969 -1.90341 3.24315 0.0 -0.1 0.0 -0.43
N -3.20478 -1.65770 1.83498 0.0 0.1 0.0 -0.01
C -4.30594 -2.43307 1.55452 0.0 0.0 -0.1 -0.08
C -4.92712 -1.93275 0.46384 0.0 -0.1 0.0 -0.06
N -4.17961 -0.84909 0.06007 -0.1 0.1 0.0 -0.14
C -4.50258 0.04497 -1.03080 0.0 0.0 0.0 -0.04
C -3.12720 -0.69865 0.90238 0.2 0.0 0.1 -0.75
S -1.92235 0.50641 0.70366 -0.1 0.0 0.0 0.66
C 0.10612 -1.91758 3.02005 0.0 -0.1 -0.1 -0.72
S 0.35941 -2.99979 1.69822 -0.1 0.3 0.2 0.63
H 3.07927 -1.26056 4.37347 0.0 0.0 0.0 0.09
H 2.83267 -1.52325 2.63036 0.0 0.0 0.0 0.04
H 2.63962 -2.87668 3.74871 0.0 0.0 0.0 0.09
H 1.19898 -0.13157 5.48975 0.0 0.0 0.0 0.12
H -1.52971 -0.08010 5.09274 0.0 0.0 0.0 0.11
H -3.18403 -1.32352 4.06501 0.0 0.0 0.0 0.07
H -2.54070 -3.10272 3.39282 0.0 0.0 0.0 0.08
H -4.54920 -3.28200 2.16714 0.0 0.0 0.0 0.12
H -5.80406 -2.25649 -0.06741 0.0 0.0 0.0 0.11
H -5.21421 -0.45297 -1.68736 0.0 0.0 0.0 0.09
H -3.59944 0.29908 -1.58387 0.0 0.0 0.0 0.04
H -4.93918 0.97153 -0.65617 0.0 0.0 0.0 0.10
C -1.43018 5.86955 -2.04515 0.0 0.1 0.1 -0.34
P -0.66759 4.19600 -1.93853 0.0 0.0 -0.1 0.79
C -2.20080 3.18760 -2.03366 0.0 0.0 0.0 -0.33
C -0.38083 4.10060 -0.13292 -0.1 0.0 0.0 -0.33
H -2.24165 5.98752 -1.32194 0.0 0.0 0.0 0.03
H -1.81946 6.04840 -3.04831 0.0 0.0 0.0 0.02
H -0.66651 6.62295 -1.84430 0.0 0.0 0.0 0.03
H -2.95103 3.52431 -1.31262 0.0 0.0 0.0 0.04
H -1.96347 2.14488 -1.81239 0.0 0.0 0.0 -0.02
H -2.61563 3.23720 -3.04180 0.0 0.0 0.0 0.03
H -1.25238 4.43828 0.43471 0.0 0.0 0.0 0.05
H 0.48904 4.69705 0.14475 0.0 0.0 0.0 0.04
H -0.17085 3.06774 0.14143 0.0 0.0 0.1 -0.03
N 3.18449 4.43371 5.47398 0.0 0.0 0.0 0.12
C 2.77569 3.68657 4.69897 0.0 0.0 0.0 -0.21
C 2.26515 2.75466 3.73211 0.0 0.0 0.0 -0.27
C 3.12822 1.92272 3.02109 -0.1 0.0 0.0 -0.04
C 2.60814 1.03716 2.09040 0.1 -0.1 0.0 -0.18
C 1.23379 0.88549 1.79698 0.1 0.0 0.2 -0.25
C 0.41882 1.74410 2.56265 0.0 0.1 -0.1 -0.20
C 0.89833 2.65875 3.49086 0.0 0.0 0.0 -0.06
H 4.19715 1.97546 3.19224 0.0 0.0 0.0 0.11
H 3.32961 0.40839 1.58091 -0.1 0.1 0.1 0.03
H -0.65607 1.71329 2.44735 0.0 0.0 0.0 0.01
H 0.21045 3.29293 4.03883 0.0 0.0 0.0 0.11
```
Positions in Å, forces in eV/Å.

Values from the calculation:
ΔE to the lowest compared entry with this formula, charge and spin = 8.6 kcal/mol
Orbital gap = 6.26 eV
Net charge = -1